A:
A 2-piece molecular cluster, C2H4BrI overall, computed with wB97M-V/def2-TZVPD.

HOMO (spin up / spin down) in eV: -8.37 / -8.26

Atoms and positions in Å:
C: -1.507 0.187 0.158
C: 1.318 -0.547 -0.143
Br: -1.870 2.000 -0.114
I: 2.421 1.123 0.200
H: -1.589 -0.299 1.102
H: -1.142 -0.500 -0.574
H: 0.910 -0.580 -1.168
H: 1.459 -1.383 0.538

***

B:
C2H4BrI as an isolated structure, computed with wB97M-V/def2-TZVPD.

HOMO in eV: -8.76

Atoms and positions in Å:
C: -1.056 -0.362 -0.439
C: 0.849 0.188 0.548
Br: 1.211 1.965 -0.043
I: 2.256 -1.184 -0.077
H: -1.305 0.637 -0.115
H: -0.834 -0.287 -1.455
H: -1.596 -1.152 -0.031
H: 0.475 0.195 1.613

***

Sorted by energy, starting with the most stable: B, A.

***

A:
A 3-piece molecular cluster, C4H15NO2 overall, computed with wB97M-V/def2-TZVPD.

SMILES: CNC(C)C.O.O
HOMO in eV: -8.73

Atoms and positions in Å:
C: -0.742 -1.781 -1.740
N: 0.121 -0.703 -1.237
C: 0.763 -0.859 0.049
C: -0.310 -1.018 1.222
C: 1.895 -1.962 0.120
H: -1.546 -2.264 -1.174
H: -1.483 -1.191 -2.454
H: -0.128 -2.364 -2.483
H: -0.567 0.054 -1.209
H: 1.230 0.107 0.152
H: -1.274 -0.549 1.077
H: -0.570 -2.077 1.151
H: 0.121 -0.830 2.185
H: 1.513 -2.989 -0.251
H: 2.685 -1.517 -0.473
H: 2.359 -2.201 1.155
O: 1.461 3.481 -0.408
H: 1.560 4.433 -0.279
H: 0.647 3.286 0.072
O: -2.250 3.828 1.674
H: -2.540 3.873 0.787
H: -2.945 3.241 2.065

***

B:
A 3-piece molecular cluster, C4H15NO2 overall, computed with wB97M-V/def2-TZVPD.

SMILES: CNC(C)C.O.O
HOMO in eV: -8.97

Atoms and positions in Å:
C: 0.682 0.665 -1.408
N: 1.507 -0.589 -1.353
C: 1.020 -1.542 -0.340
C: 0.756 -0.925 1.120
C: -0.191 -2.248 -0.913
H: 0.385 1.052 -0.378
H: 1.348 1.482 -1.634
H: -0.204 0.492 -2.027
H: 2.501 -0.381 -1.190
H: 1.760 -2.311 -0.029
H: 0.377 -1.703 1.684
H: 1.659 -0.453 1.466
H: -0.002 -0.220 0.953
H: 0.065 -2.519 -2.016
H: -0.623 -3.057 -0.241
H: -1.146 -1.552 -0.894
O: -0.309 3.421 2.019
H: -1.074 2.993 2.418
H: -0.410 3.133 1.104
O: -2.632 0.529 0.344
H: -1.863 -0.042 0.461
H: -3.398 -0.092 0.149

***

C:
A 3-piece molecular cluster, C4H15NO2 overall, computed with wB97M-V/def2-TZVPD.

SMILES: CNC(C)C.O.O
HOMO in eV: -8.17

Atoms and positions in Å:
C: 1.424 -1.294 -1.543
N: 0.651 -1.863 -0.460
C: -0.148 -1.303 0.700
C: -0.399 -2.199 2.033
C: 0.758 -0.115 1.239
H: 1.275 -0.181 -1.568
H: 2.377 -1.568 -1.219
H: 1.400 -1.663 -2.499
H: 1.262 -2.507 -0.049
H: -1.127 -0.924 0.336
H: 0.538 -2.660 2.360
H: -0.695 -1.549 2.813
H: -1.045 -3.012 1.878
H: 1.723 -0.436 1.617
H: 0.704 0.919 0.683
H: 0.184 0.346 2.054
O: -0.290 2.542 -2.270
H: 0.124 1.799 -2.812
H: -1.098 2.113 -1.962
O: -2.512 4.698 -0.103
H: -2.470 5.096 -0.997
H: -2.638 3.761 -0.231

***

Sorted by energy, starting with the most stable: B, A, C.

***

A:
A 3-piece molecular cluster, C4H15NO2 overall, computed with wB97M-V/def2-TZVPD.

SMILES: CC(C)CN.O.O
HOMO in eV: -8.64

Atoms and positions in Å:
C: 2.530 1.326 -0.144
C: 1.207 0.673 -0.423
C: 0.720 0.235 0.918
C: 0.185 1.683 -1.177
N: -1.132 0.956 -1.231
H: 3.010 0.824 0.666
H: 2.388 2.330 0.209
H: 3.377 1.341 -0.878
H: 1.279 -0.046 -1.219
H: 1.416 -0.037 1.746
H: 0.036 0.986 1.343
H: 0.049 -0.713 0.808
H: 0.481 2.000 -2.166
H: -0.032 2.648 -0.616
H: -1.854 1.554 -0.930
H: -1.128 0.044 -0.783
O: -2.669 -2.200 -0.349
H: -2.667 -3.263 -0.307
H: -3.348 -2.146 -1.168
O: -0.886 -2.861 1.780
H: -1.628 -2.319 1.334
H: -1.335 -3.017 2.588

***

B:
A 3-piece molecular cluster, C4H15NO2 overall, computed with wB97M-V/def2-TZVPD.

SMILES: CCNCC.O.O
HOMO in eV: -9.19

Atoms and positions in Å:
C: 1.341 1.307 -0.589
C: 0.673 0.136 0.085
N: 0.335 -0.958 -0.851
C: 0.609 -2.333 -0.344
C: 1.789 -2.533 0.594
H: 2.413 1.460 -0.474
H: 1.245 1.258 -1.693
H: 0.810 2.215 -0.282
H: -0.240 0.461 0.670
H: 1.275 -0.288 0.892
H: 1.004 -0.871 -1.610
H: -0.318 -2.717 0.125
H: 0.626 -3.031 -1.188
H: 2.750 -1.994 0.445
H: 2.172 -3.536 0.349
H: 1.484 -2.633 1.633
O: -1.396 2.285 1.972
H: -2.157 2.429 1.388
H: -1.359 1.345 2.120
O: -2.840 1.541 -0.988
H: -2.412 0.693 -0.786
H: -2.113 1.777 -1.593

***

C:
A 3-piece molecular cluster, C4H15NO2 overall, computed with wB97M-V/def2-TZVPD.

SMILES: CCCNC.O.O
HOMO in eV: -8.84

Atoms and positions in Å:
C: -2.387 0.045 1.051
C: -1.712 0.530 -0.211
C: -0.208 0.902 0.006
N: 0.553 -0.276 -0.376
C: 2.004 -0.219 -0.117
H: -3.257 0.652 1.347
H: -2.796 -0.958 0.884
H: -1.754 -0.111 1.946
H: -1.654 -0.135 -1.083
H: -2.293 1.432 -0.447
H: -0.041 1.708 -0.711
H: -0.045 1.156 1.046
H: 0.170 -1.060 0.132
H: 2.313 0.840 -0.287
H: 2.248 -0.429 0.920
H: 2.491 -1.027 -0.679
O: 0.995 0.828 -3.040
H: 1.179 0.323 -2.227
H: 1.512 0.494 -3.765
O: 0.503 -1.457 2.444
H: 0.254 -1.396 3.375
H: -0.184 -2.025 2.077

***

Sorted by energy, starting with the most stable: C, B, A.

***

A:
A 3-piece molecular cluster, C4H15NO2 overall, computed with wB97M-V/def2-TZVPD.

SMILES: CCNCC.O.O
HOMO in eV: -8.77

Atoms and positions in Å:
C: 1.812 0.890 -1.830
C: 1.854 0.216 -0.460
N: 0.512 -0.006 0.168
C: 0.488 -0.540 1.480
C: -0.663 -1.526 1.733
H: 0.992 0.325 -2.375
H: 2.796 0.954 -2.226
H: 1.510 2.010 -1.818
H: 2.445 -0.838 -0.530
H: 2.605 0.883 0.135
H: -0.182 -0.615 -0.466
H: 1.350 -1.103 1.619
H: 0.755 0.209 2.330
H: -1.614 -1.066 1.786
H: -0.668 -2.229 0.818
H: -0.375 -2.043 2.608
O: -2.689 -0.619 -0.812
H: -1.981 -1.274 -0.530
H: -3.429 -0.903 -0.161
O: -2.203 2.482 -0.612
H: -1.808 1.640 -0.397
H: -1.505 3.154 -0.461

***

B:
A 3-piece molecular cluster, C4H15NO2 overall, computed with wB97M-V/def2-TZVPD.

SMILES: CCN(C)C.O.O
HOMO in eV: -7.95

Atoms and positions in Å:
C: -2.361 0.044 0.920
C: -1.037 -0.575 1.584
N: -0.071 0.543 1.866
C: 0.610 1.412 0.958
C: 0.692 0.395 3.081
H: -2.879 1.008 1.293
H: -3.037 -0.879 0.791
H: -1.918 0.374 -0.056
H: -1.109 -1.194 2.483
H: -0.748 -1.269 0.757
H: 1.736 1.476 1.349
H: 0.530 1.006 -0.212
H: 0.377 2.462 1.037
H: 1.698 -0.138 3.005
H: -0.105 -0.162 3.740
H: 1.058 1.437 3.374
O: 4.438 0.091 -4.409
H: 4.034 -0.760 -4.118
H: 5.151 0.049 -3.763
O: -2.659 -1.488 -2.777
H: -3.414 -2.149 -2.670
H: -2.529 -1.540 -1.840

***

Sorted by energy, starting with the most stable: A, B.

***

A:
A 9-piece molecular cluster, C27H54O27 overall, computed with wB97M-V/def2-TZVPD.

SMILES: COC(=O)OC.COC(=O)OC.COC(=O)OC.COC(=O)OC.COC(=O)OC.COC(=O)OC.COC(=O)OC.COC(=O)OC.COC(=O)OC
HOMO in eV: -10.70

Atoms and positions in Å:
C: -2.809 2.142 -1.714
O: -3.636 3.275 -1.608
C: -3.831 3.906 -0.471
O: -3.448 3.531 0.608
O: -4.465 5.031 -0.776
C: -5.063 5.907 0.152
H: -2.966 1.388 -0.945
H: -1.743 2.390 -1.678
H: -2.986 1.732 -2.704
H: -6.093 5.663 0.411
H: -4.980 6.921 -0.225
H: -4.528 5.857 1.103
C: 6.914 -2.785 -4.415
O: 6.466 -3.822 -3.574
C: 5.357 -3.778 -2.866
O: 4.516 -2.919 -2.866
O: 5.377 -4.810 -2.035
C: 4.235 -4.964 -1.197
H: 7.926 -2.454 -4.195
H: 6.339 -1.856 -4.391
H: 6.845 -3.102 -5.456
H: 4.274 -6.023 -0.945
H: 3.300 -4.817 -1.740
H: 4.202 -4.353 -0.298
C: -6.211 -0.786 -4.766
O: -4.991 -1.451 -4.482
C: -4.515 -1.203 -3.268
O: -4.995 -0.510 -2.419
O: -3.388 -1.902 -3.152
C: -2.556 -1.690 -2.020
H: -6.093 0.295 -4.809
H: -6.994 -1.072 -4.063
H: -6.576 -1.104 -5.741
H: -2.910 -2.417 -1.289
H: -2.629 -0.664 -1.663
H: -1.493 -1.853 -2.193
C: -3.299 7.455 3.000
O: -2.050 6.792 2.842
C: -1.271 6.666 3.923
O: -1.566 7.046 5.020
O: -0.139 6.045 3.637
C: 0.058 5.514 2.331
H: -3.112 8.446 3.413
H: -3.936 6.849 3.645
H: -3.711 7.528 2.000
H: -0.593 4.653 2.192
H: 1.083 5.140 2.339
H: 0.024 6.228 1.511
C: -5.196 -5.073 0.459
O: -3.959 -4.418 0.257
C: -3.250 -4.061 1.312
O: -3.450 -4.365 2.451
O: -2.259 -3.297 0.871
C: -1.446 -2.649 1.845
H: -5.944 -4.416 0.887
H: -5.082 -5.988 1.047
H: -5.492 -5.502 -0.497
H: -0.451 -3.084 1.875
H: -1.908 -2.660 2.830
H: -1.346 -1.618 1.514
C: -1.687 0.988 3.832
O: -1.319 1.507 5.075
C: -0.624 2.640 5.133
O: 0.101 3.088 4.293
O: -0.808 3.126 6.360
C: -0.117 4.338 6.663
H: -2.605 0.399 3.853
H: -0.941 0.310 3.404
H: -1.886 1.791 3.114
H: -0.502 5.190 6.110
H: 0.964 4.233 6.565
H: -0.284 4.478 7.730
C: 8.231 2.649 -1.466
O: 7.259 1.622 -1.357
C: 7.180 0.711 -2.322
O: 7.860 0.655 -3.301
O: 6.206 -0.163 -2.072
C: 5.655 -0.324 -0.767
H: 9.218 2.315 -1.780
H: 8.292 3.152 -0.507
H: 7.893 3.380 -2.202
H: 5.367 -1.363 -0.652
H: 4.846 0.384 -0.594
H: 6.402 -0.074 -0.012
C: 0.272 1.876 0.947
O: 1.281 1.246 0.183
C: 1.036 0.017 -0.235
O: -0.027 -0.554 -0.202
O: 2.108 -0.457 -0.874
C: 1.993 -1.789 -1.346
H: -0.311 1.158 1.522
H: -0.473 2.363 0.317
H: 0.691 2.556 1.683
H: 1.254 -2.427 -0.876
H: 2.932 -2.276 -1.062
H: 2.000 -1.847 -2.433
C: 0.631 -5.523 1.305
O: 0.691 -4.740 0.146
C: 0.236 -5.291 -0.980
O: -0.247 -6.385 -1.069
O: 0.383 -4.405 -1.957
C: 0.388 -4.940 -3.295
H: 1.365 -6.336 1.307
H: -0.301 -6.088 1.420
H: 0.729 -4.959 2.228
H: 0.363 -4.120 -4.005
H: -0.536 -5.512 -3.364
H: 1.286 -5.528 -3.474

***

B:
A 9-piece molecular cluster, C27H54O27 overall, computed with wB97M-V/def2-TZVPD.

SMILES: COC(=O)OC.COC(=O)OC.COC(=O)OC.COC(=O)OC.COC(=O)OC.COC(=O)OC.COC(=O)OC.COC(=O)OC.COC(=O)OC
HOMO in eV: -10.55

Atoms and positions in Å:
C: 1.614 2.824 1.715
O: 0.688 1.799 2.171
C: 1.247 0.798 2.877
O: 2.393 0.779 3.205
O: 0.245 -0.031 3.220
C: 0.639 -1.403 3.532
H: 1.048 3.360 1.016
H: 2.412 2.251 1.186
H: 2.065 3.374 2.516
H: 1.368 -1.434 4.334
H: 1.012 -1.905 2.658
H: -0.261 -1.808 3.943
C: 5.676 5.801 2.044
O: 5.691 4.847 3.135
C: 5.520 3.568 2.839
O: 5.496 3.167 1.703
O: 5.402 2.793 3.927
C: 5.338 1.397 3.732
H: 6.593 5.794 1.490
H: 5.521 6.774 2.520
H: 4.926 5.550 1.296
H: 4.733 1.139 2.833
H: 4.885 0.930 4.588
H: 6.369 1.024 3.528
C: -3.364 -0.434 -1.633
O: -4.076 -0.443 -0.360
C: -4.733 -1.582 -0.169
O: -4.360 -2.627 -0.710
O: -5.684 -1.442 0.676
C: -6.447 -2.623 0.962
H: -4.076 -0.300 -2.420
H: -2.588 -1.219 -1.748
H: -2.864 0.463 -1.645
H: -7.194 -2.776 0.160
H: -7.057 -2.339 1.866
H: -5.806 -3.479 1.096
C: 2.155 -3.192 -2.448
O: 2.076 -3.732 -1.103
C: 2.723 -3.095 -0.162
O: 3.600 -2.296 -0.304
O: 2.367 -3.720 0.996
C: 3.364 -3.368 2.064
H: 1.831 -2.165 -2.520
H: 1.631 -3.916 -3.056
H: 3.232 -3.148 -2.658
H: 4.359 -3.572 1.853
H: 3.043 -3.925 2.906
H: 3.374 -2.276 2.201
C: -3.642 -1.654 3.392
O: -4.082 -2.011 4.746
C: -4.847 -1.077 5.391
O: -5.383 -0.119 4.879
O: -4.860 -1.407 6.670
C: -5.494 -0.530 7.585
H: -4.467 -1.175 2.836
H: -3.381 -2.627 2.897
H: -2.832 -0.933 3.410
H: -6.398 -0.069 7.134
H: -4.819 0.272 7.906
H: -5.890 -1.101 8.434
C: -1.652 -4.246 -0.431
O: -1.403 -2.926 -1.024
C: -0.603 -2.056 -0.384
O: -0.157 -2.275 0.700
O: -0.366 -1.021 -1.149
C: 0.118 0.091 -0.396
H: -1.806 -4.135 0.626
H: -0.893 -5.002 -0.584
H: -2.646 -4.455 -0.878
H: 0.737 -0.121 0.451
H: -0.699 0.688 -0.084
H: 0.858 0.609 -0.974
C: -0.817 -2.595 -4.460
O: -2.219 -2.183 -4.318
C: -3.179 -3.168 -4.288
O: -2.902 -4.349 -4.174
O: -4.325 -2.568 -4.436
C: -5.382 -3.528 -4.749
H: -0.195 -1.822 -4.070
H: -0.772 -2.760 -5.545
H: -0.719 -3.581 -3.974
H: -4.994 -4.405 -5.229
H: -5.982 -2.931 -5.441
H: -5.956 -3.725 -3.828
C: 4.036 5.832 -2.897
O: 2.686 5.912 -3.266
C: 1.826 5.688 -2.265
O: 2.059 5.850 -1.078
O: 0.611 5.306 -2.846
C: -0.441 5.094 -1.840
H: 4.511 4.903 -3.323
H: 4.157 5.853 -1.810
H: 4.512 6.712 -3.317
H: -0.647 5.995 -1.262
H: -0.395 4.214 -1.147
H: -1.411 4.954 -2.363
C: -0.083 1.434 -4.300
O: 0.811 1.708 -3.140
C: 2.112 1.366 -3.354
O: 2.594 0.877 -4.344
O: 2.746 1.586 -2.251
C: 4.063 0.947 -2.091
H: -1.132 1.529 -3.919
H: 0.193 0.409 -4.564
H: 0.038 2.108 -5.141
H: 3.973 -0.132 -2.329
H: 4.296 1.033 -1.011
H: 4.804 1.533 -2.636

***

Sorted by energy, starting with the most stable: A, B.

***

A:
An isolated ion of composition C5H7N2O and charge +1, computed with wB97M-V/def2-TZVPD.

Total charge: +1
SMILES: C=NC1=[NH+]C(=O)CC1
HOMO in eV: -14.77

Atoms and positions in Å:
C: -0.702 -2.916 0.171
N: -0.875 -2.035 -0.684
C: -0.305 -0.344 -0.331
N: 0.999 -0.205 -0.327
C: 1.409 1.210 -0.030
O: 2.496 1.566 -0.251
C: 0.173 1.947 0.232
C: -0.982 0.910 0.058
H: -0.967 -3.886 -0.089
H: 0.014 -2.853 1.001
H: 1.749 -0.668 -0.740
H: 0.227 2.075 1.301
H: -0.033 2.875 -0.252
H: -1.509 1.236 -0.924
H: -1.695 1.087 0.863

***

B:
C5H7N2O as an isolated structure, computed with wB97M-V/def2-TZVPD.

Total charge: +1
HOMO (spin up / spin down) in eV: -13.73 / -13.73

Atoms and positions in Å:
C: 1.180 -2.428 -0.217
C: 0.113 -1.642 -0.544
C: 2.671 0.424 0.133
C: 0.700 -0.068 0.606
C: -1.219 0.283 -0.997
N: 0.651 -1.478 0.850
N: 0.129 -0.097 -0.747
O: 2.551 0.750 -1.013
H: 3.466 0.289 0.729
H: 0.254 0.648 1.257
H: -1.718 0.444 0.033
H: -1.184 1.210 -1.599
H: -1.785 -0.568 -1.522
H: 0.087 -1.796 1.666
H: 0.690 0.243 -1.538

***

Sorted by energy, starting with the most stable: A, B.

***

A:
C4H17N2O2 as an isolated structure, computed with wB97M-V/def2-TZVPD.

Expectation value of S²: 0.755
Total charge: +2
HOMO (spin up / spin down) in eV: -18.75 / -18.72
Spin multiplicity: 2

Atoms and positions in Å:
C: -1.853 -0.062 1.318
C: -0.625 0.307 0.487
C: 0.577 -0.571 0.726
C: 1.815 -0.244 -0.153
N: 1.538 0.098 -1.549
N: -0.891 0.069 -0.973
H: -1.730 -0.803 2.105
H: -2.314 0.869 1.682
H: -2.590 -0.457 0.619
H: -0.480 1.395 0.554
H: 0.927 -0.829 1.725
H: 0.369 -1.638 0.458
H: 2.584 -0.993 0.037
H: 2.158 0.701 0.341
H: 2.069 -0.430 -2.255
H: 0.359 0.006 -1.545
H: 1.839 1.055 -1.761
H: -1.314 -0.868 -1.090
H: -1.534 0.723 -1.429
H: 1.967 3.737 -0.341
H: 1.257 3.269 0.861
O: 1.720 2.914 0.096
H: -3.020 -2.744 0.200
H: -1.732 -3.107 0.957
O: -2.065 -2.618 0.197

***

B:
A 3-piece molecular cluster, C4H17N2O2 overall, computed with wB97M-V/def2-TZVPD.

Expectation value of S²: 0.754
Total charge: +2
HOMO (spin up / spin down) in eV: -17.90 / -17.90
Spin multiplicity: 2

Atoms and positions in Å:
C: 0.673 -1.312 1.105
C: 1.073 -1.528 -0.359
C: 0.225 -0.756 -1.456
C: -1.308 -0.820 -1.281
N: -1.648 -2.076 -1.890
N: 1.388 -0.210 1.827
H: -0.470 -1.131 1.211
H: 0.813 -2.284 1.607
H: 1.187 -2.611 -0.539
H: 2.073 -1.079 -0.563
H: 0.574 0.273 -1.321
H: 0.502 -0.930 -2.471
H: -1.817 -0.005 -1.735
H: -1.553 -0.818 -0.006
H: -1.414 -2.116 -2.948
H: -2.554 -2.457 -1.712
H: 2.358 -0.525 1.865
H: 0.932 -0.217 2.825
H: 1.364 0.725 1.440
H: 0.937 3.127 2.448
H: 0.169 2.897 0.975
O: 0.795 2.593 1.663
H: -1.842 2.396 0.022
H: -1.209 3.768 -0.089
O: -1.071 2.843 -0.241

***

Sorted by energy, starting with the most stable: B, A.